# 1
{
  "formula": "C6H10N2",
  "method": "wB97M-V/def2-TZVPD",
  "symbols": ["H", "N", "C", "C", "C", "C", "C", "N", "C", "H", "H", "H", "H", "H", "H", "H", "H", "H"],
  "xyz": [[3.07801, -0.59631, 0.79689], [2.44685, -1.02793, -0.01545], [1.58230, -0.20359, -0.43522], [1.12309, 1.22056, 0.06325], [-0.45418, 1.06808, 0.23252], [-1.22156, 0.66053, -0.94984], [-1.50129, -0.72684, -0.83899], [-1.14711, -1.21436, 0.47025], [-0.87072, 0.07527, 1.27624], [0.93530, -0.48668, -1.39984], [1.85954, 1.72753, 0.75162], [1.06093, 1.50468, -1.06421], [-0.99440, 2.04062, 0.77107], [-1.09033, 1.02813, -2.09360], [-1.68583, -1.28904, -1.84641], [-2.11455, -1.19785, 1.11900], [-2.05531, 0.44486, 1.49080], [-0.03733, -0.04388, 2.20333]],
  "lowdin_charge": [0.09, 0.05, -0.33, -0.11, -0.44, -0.13, -0.16, -0.07, -0.23, 0.13, 0.12, 0.12, 0.17, 0.15, 0.14, 0.16, 0.15, 0.18],
  "largest_force_ev_per_a": 5.9,
  "homo_lumo_gap_ev": 9.27,
  "e_above_lowest_ev": 6.041,
  "energy_ev": -9358.3961,
  "homo_ev": -8.53
}

=====

# 2
{
  "formula": "C22H24N4O4",
  "method": "wB97M-V/def2-TZVPD",
  "symbols": ["C", "C", "C", "O", "C", "O", "C", "C", "N", "C", "N", "C", "C", "C", "C", "C", "C", "N", "C", "N", "C", "C", "C", "C", "O", "O", "C", "C", "C", "C", "H", "H", "H", "H", "H", "H", "H", "H", "H", "H", "H", "H", "H", "H", "H", "H", "H", "H", "H", "H", "H", "H", "H", "H"],
  "xyz": [[4.64240, 5.07864, -1.60692], [3.93009, 3.99722, -1.35819], [3.10683, 3.28394, -2.38645], [1.74761, 3.14150, -1.95024], [1.44573, 2.07921, -1.22448], [2.21391, 1.20977, -0.91030], [-0.04833, 2.10231, -0.87050], [-0.23232, 2.30743, 0.54211], [-0.37558, 2.54734, 1.65089], [-0.73122, 0.86934, -1.44905], [-0.98694, 0.99067, -2.71832], [-1.74756, 0.06158, -3.33820], [-1.99521, 0.13940, -4.71804], [-2.85828, -0.75231, -5.29706], [-3.50147, -1.73200, -4.52398], [-3.27498, -1.83081, -3.17775], [-2.37298, -0.94541, -2.55804], [-2.08099, -1.07456, -1.25235], [-1.20954, -0.25522, -0.69006], [-0.93169, -0.43915, 0.63139], [0.42872, -0.47313, 1.12854], [0.99931, -1.89462, 1.05417], [0.11940, -2.94202, 1.74696], [0.22048, -2.91017, 3.26318], [0.47136, -3.88359, 3.92763], [-0.00405, -1.70489, 3.78382], [0.07895, -1.56961, 5.20446], [0.34464, -0.11124, 5.53065], [-1.33690, -2.78612, 1.28380], [-1.79663, -1.33329, 1.37703], [5.23358, 5.55413, -0.84409], [4.67265, 5.52574, -2.58686], [3.90348, 3.55485, -0.37160], [3.52019, 2.28364, -2.56703], [3.05714, 3.84643, -3.32015], [-0.47198, 2.97080, -1.39208], [-1.49536, 0.90514, -5.29076], [-3.05495, -0.70468, -6.35784], [-4.18183, -2.41812, -5.00703], [-3.75055, -2.58731, -2.57320], [1.07304, 0.17417, 0.53798], [0.41770, -0.11863, 2.16074], [2.00046, -1.89597, 1.48736], [1.08883, -2.17524, 0.00157], [0.47062, -3.94093, 1.46506], [0.87765, -2.22092, 5.57501], [-0.86863, -1.90622, 5.64017], [-0.43952, 0.51589, 5.11464], [1.29647, 0.20223, 5.10983], [0.37274, 0.02213, 6.60810], [-1.99209, -3.42299, 1.87989], [-1.40798, -3.10009, 0.24106], [-2.80766, -1.24052, 0.97939], [-1.77874, -0.99375, 2.41517]],
  "lowdin_charge": [0.02, -0.14, -0.15, 0.03, -0.46, 0.13, -0.12, -0.18, 0.20, -0.13, 0.20, -0.21, -0.02, -0.09, -0.08, -0.02, -0.21, 0.19, -0.21, -0.06, -0.15, -0.09, -0.21, -0.47, 0.12, -0.03, -0.21, -0.06, -0.11, -0.14, 0.06, 0.06, 0.11, 0.13, 0.13, 0.17, 0.11, 0.10, 0.10, 0.11, 0.09, 0.11, 0.13, 0.13, 0.15, 0.12, 0.13, 0.08, 0.08, 0.08, 0.13, 0.11, 0.12, 0.12],
  "largest_force_ev_per_a": 0.9,
  "homo_lumo_gap_ev": 7.92,
  "e_above_lowest_ev": 2.067,
  "energy_ev": -37353.7634,
  "homo_ev": -8.11
}

=====

# 3
{
  "formula": "C15H15NOS",
  "method": "wB97M-V/def2-TZVPD",
  "symbols": ["O", "N", "C", "C", "C", "C", "C", "C", "C", "C", "C", "C", "C", "C", "C", "S", "C", "C", "H", "H", "H", "H", "H", "H", "H", "H", "H", "H", "H", "H", "H", "H", "H"],
  "xyz": [[0.61620, -0.78343, -1.66601], [0.63594, 1.13542, -0.15945], [0.10746, 2.17469, -0.76935], [-3.37999, 2.24491, -3.34830], [-2.23496, 1.53630, -3.70519], [-3.37485, 2.96769, -2.13358], [-1.11880, 1.53231, -2.86972], [-2.24385, 2.96405, -1.30658], [1.05952, -2.79547, 0.46867], [0.80919, -1.10410, 2.14590], [1.58900, -3.68809, 1.43707], [1.34989, -1.96289, 3.13048], [-1.10965, 2.23155, -1.64895], [0.67532, -1.52112, 0.80398], [1.75370, -3.28561, 2.76229], [-0.11822, -0.38789, -0.44729], [0.83398, 3.47496, -0.53145], [2.28885, -4.26817, 3.79959], [-4.25483, 2.20600, -3.99351], [-2.16207, 1.05366, -4.63520], [-4.26135, 3.53335, -1.80607], [-0.23911, 0.99522, -3.20256], [-2.29472, 3.49114, -0.35509], [0.99253, -3.12101, -0.56623], [0.48569, -0.11433, 2.42724], [1.91054, -4.70191, 1.13941], [1.38658, -1.62177, 4.17683], [1.80833, 3.28042, -0.15514], [0.27433, 4.03989, 0.21344], [0.98569, 4.09795, -1.39144], [2.96154, -5.00221, 3.34271], [2.80115, -3.73614, 4.58259], [1.46697, -4.86540, 4.26091]],
  "lowdin_charge": [-0.51, -0.09, -0.33, -0.07, -0.07, -0.07, -0.04, -0.04, -0.08, -0.08, -0.04, -0.03, -0.21, -0.34, -0.27, 0.94, -0.02, -0.06, 0.10, 0.09, 0.11, 0.11, 0.11, 0.11, 0.09, 0.12, 0.11, 0.07, 0.09, 0.08, 0.07, 0.06, 0.09],
  "largest_force_ev_per_a": 2.1,
  "homo_lumo_gap_ev": 9.11,
  "e_above_lowest_ev": 2.455,
  "energy_ev": -30169.6147,
  "homo_ev": -8.63
}

=====

# 4
{
  "formula": "C3H5O3PS",
  "method": "wB97M-V/def2-TZVPD",
  "symbols": ["C", "C", "C", "S", "P", "O", "O", "O", "H", "H", "H", "H", "H"],
  "xyz": [[-3.03013, -0.16836, 0.11676], [-1.65255, -0.58861, 0.02183], [-0.47960, -0.83865, -0.04827], [1.04483, -1.56626, -0.23978], [1.92711, 0.30330, 0.04257], [1.00084, 1.21308, 0.70072], [3.33124, 0.09370, 0.78248], [2.38293, 0.81746, -1.39864], [-3.30331, 0.39265, -0.77562], [-3.66409, -1.05166, 0.19102], [-3.17939, 0.45285, 0.99872], [3.54961, -0.77983, 1.09814], [2.07250, 1.72031, -1.48993]],
  "lowdin_charge": [-0.09, -0.14, -0.52, 0.78, 0.17, -0.29, -0.14, -0.15, 0.08, 0.08, 0.08, 0.07, 0.08],
  "largest_force_ev_per_a": 1.3,
  "homo_lumo_gap_ev": 9.41,
  "e_above_lowest_ev": 0.186,
  "energy_ev": -29459.3597,
  "homo_ev": -9.03
}

=====

# 5
{
  "formula": "C22H39I2NO18S",
  "method": "wB97M-V/def2-TZVPD",
  "symbols": ["C", "C", "I", "C", "I", "C", "O", "S", "O", "O", "O", "C", "C", "O", "N", "O", "H", "H", "H", "H", "H", "H", "H", "C", "C", "O", "C", "O", "O", "C", "H", "H", "H", "H", "H", "H", "H", "H", "C", "C", "O", "C", "O", "O", "C", "H", "H", "H", "H", "H", "H", "H", "H", "C", "C", "O", "C", "O", "O", "C", "H", "H", "H", "H", "H", "H", "H", "H", "C", "C", "O", "C", "O", "O", "C", "H", "H", "H", "H", "H", "H", "H", "H"],
  "xyz": [[-7.17788, -1.45808, -2.25779], [-6.01810, -0.57574, -1.89529], [-5.68256, -0.43361, 0.17271], [-5.25450, 0.09256, -2.74878], [-5.75978, -0.02948, -4.77982], [-4.07902, 0.93375, -2.34168], [-3.12263, 0.12904, -1.62054], [-1.76833, 0.96789, -1.44693], [-0.68632, 0.13106, -1.82949], [-1.76654, 1.59217, -0.17278], [-2.08523, 2.04027, -2.56321], [-3.18650, 1.55109, -3.41618], [-3.66872, 2.75716, -4.21048], [-3.72392, 2.51661, -5.60973], [-2.42338, 2.71194, -6.16258], [-2.30839, 2.12811, -7.15729], [-7.54626, -1.99579, -1.38934], [-6.83817, -2.21133, -2.97484], [-7.98050, -0.87634, -2.71506], [-4.44514, 1.74356, -1.69578], [-2.74333, 0.76095, -4.02550], [-2.93290, 3.55086, -4.05343], [-4.63204, 3.12950, -3.86815], [2.25978, -0.93736, -1.22186], [2.56311, 0.52736, -1.01231], [3.38703, 0.74763, 0.15083], [4.67723, 0.48415, -0.00164], [5.21940, 0.11114, -1.01050], [5.28376, 0.70159, 1.16945], [6.68005, 0.38744, 1.17625], [1.81637, -1.36480, -0.32182], [1.56089, -1.05882, -2.04623], [3.16509, -1.50117, -1.44689], [1.64660, 1.07778, -0.81580], [3.04125, 0.96974, -1.88591], [7.19744, 0.90072, 0.36876], [6.82620, -0.68839, 1.08906], [7.06513, 0.73096, 2.13200], [7.72855, -2.04080, -1.93126], [7.11837, -1.96088, -3.31106], [7.76182, -2.85258, -4.24110], [7.41593, -4.13132, -4.13870], [6.61219, -4.59676, -3.37306], [8.11301, -4.82347, -5.04328], [7.88618, -6.23392, -5.00798], [8.80595, -1.87230, -1.97801], [7.27476, -1.28707, -1.29036], [7.56353, -3.02185, -1.48645], [7.25877, -0.96786, -3.73228], [6.04874, -2.16396, -3.28587], [6.82438, -6.45888, -5.07724], [8.29459, -6.66044, -4.09313], [8.40746, -6.64345, -5.86803], [3.54747, 0.94879, 4.37019], [4.69824, -0.03161, 4.39016], [5.42847, 0.01863, 5.63007], [4.85512, -0.60013, 6.65744], [3.81701, -1.20843, 6.63708], [5.63682, -0.43824, 7.72750], [5.11291, -1.00467, 8.93063], [3.90324, 1.95458, 4.59753], [3.08128, 0.95351, 3.38514], [2.79521, 0.68268, 5.11169], [5.42082, 0.22995, 3.62500], [4.36025, -1.05017, 4.20119], [4.85755, -2.05216, 8.78808], [4.23377, -0.45179, 9.25774], [5.90032, -0.91400, 9.67280], [-8.79177, 3.99512, 3.79030], [-8.46435, 3.77930, 2.32917], [-8.77222, 2.44223, 1.90090], [-10.06024, 2.19577, 1.67572], [-10.96508, 2.98220, 1.77809], [-10.17942, 0.91873, 1.30914], [-11.52690, 0.49077, 1.09362], [-8.29535, 3.24356, 4.40507], [-8.45905, 4.98359, 4.10656], [-9.86382, 3.91960, 3.96516], [-7.39475, 3.88616, 2.15917], [-8.98131, 4.49623, 1.69195], [-12.03591, 1.14780, 0.39222], [-12.07071, 0.46470, 2.03637], [-11.46101, -0.51134, 0.68072]],
  "lowdin_charge": [-0.22, -0.79, 1.02, -0.69, 1.07, -0.39, -0.23, 0.59, -0.21, -0.21, -0.17, -0.26, -0.16, -0.16, -0.01, 0.10, 0.04, 0.06, 0.07, 0.15, 0.16, 0.13, 0.14, -0.06, -0.20, 0.04, -0.60, 0.12, -0.01, -0.04, 0.09, 0.07, 0.07, 0.11, 0.13, 0.10, 0.10, 0.09, -0.06, -0.20, 0.04, -0.62, 0.12, 0.00, -0.04, 0.08, 0.05, 0.08, 0.12, 0.12, 0.09, 0.10, 0.09, -0.05, -0.20, 0.04, -0.61, 0.12, 0.00, -0.04, 0.08, 0.08, 0.08, 0.09, 0.13, 0.09, 0.10, 0.09, -0.06, -0.21, 0.03, -0.61, 0.12, 0.00, -0.04, 0.08, 0.08, 0.08, 0.12, 0.12, 0.10, 0.10, 0.09],
  "largest_force_ev_per_a": 0.9,
  "homo_lumo_gap_ev": 8.94,
  "energy_ev": -88824.6664,
  "homo_ev": -9.32
}

=====

# 6
{
  "formula": "C25H20Br2HgN7S2",
  "method": "wB97M-V/def2-TZVPD",
  "symbols": ["Hg", "C", "S", "C", "S", "N", "N", "C", "C", "C", "C", "C", "C", "N", "H", "H", "H", "H", "H", "H", "H", "H", "Br", "C", "C", "C", "N", "C", "C", "C", "C", "C", "Br", "C", "C", "N", "H", "H", "H", "H", "H", "H", "N", "C", "N", "C", "C", "C", "C", "C", "C", "H", "H", "H", "H", "H", "H"],
  "xyz": [[-0.23704, 0.21786, -0.13617], [-4.88140, -2.29500, -2.23851], [-4.52364, -0.77192, -3.15858], [-2.81738, -0.51310, -2.74576], [-1.83895, -1.74899, -2.11439], [-2.40593, 0.66916, -3.06079], [-1.44668, 1.35273, -2.59972], [-0.62141, 2.13283, -3.19087], [0.14057, 3.07702, -2.40620], [1.01031, 3.98447, -3.02489], [1.68792, 4.90105, -2.24665], [1.46543, 4.91167, -0.87506], [0.57843, 3.98277, -0.35089], [-0.04774, 3.08327, -1.08108], [-5.83278, -2.66791, -2.60249], [-4.09062, -3.01274, -2.43465], [-4.93808, -2.06401, -1.17690], [-0.48836, 2.13765, -4.27242], [1.13738, 3.96266, -4.09647], [2.36593, 5.61207, -2.69775], [1.96377, 5.62265, -0.23290], [0.35165, 3.96184, 0.70710], [-1.06702, -7.04102, 1.62335], [-0.96532, -5.15035, 1.46559], [-2.02959, -4.43066, 0.95157], [-1.89700, -3.05349, 0.88678], [-0.81425, -2.40715, 1.28161], [0.20495, -3.10406, 1.76308], [0.17607, -4.49082, 1.88691], [1.42301, -2.36059, 2.16104], [1.88461, -2.41342, 3.47413], [3.03889, -1.71448, 3.77693], [3.68888, -1.70453, 5.56087], [3.72301, -1.04341, 2.77925], [3.17316, -1.06692, 1.50531], [2.04806, -1.68621, 1.20516], [-2.92691, -4.91808, 0.61086], [-2.69322, -2.44130, 0.48963], [1.02532, -5.03316, 2.27320], [1.34315, -2.94847, 4.23899], [4.63711, -0.51188, 2.98896], [3.66560, -0.56973, 0.68072], [3.26296, 2.76268, 2.70974], [2.67959, 2.32526, 1.55965], [1.69245, 1.51160, 1.76466], [1.58157, 1.38712, 3.12719], [0.69679, 0.64149, 3.89743], [0.81735, 0.72377, 5.26820], [1.79420, 1.52098, 5.87211], [2.69525, 2.25165, 5.12410], [2.57306, 2.18045, 3.74555], [4.02538, 3.41450, 2.79001], [3.01883, 2.63647, 0.59122], [-0.05424, 0.03335, 3.41518], [0.14513, 0.16254, 5.90092], [1.84301, 1.56682, 6.94965], [3.45853, 2.85631, 5.58717]],
  "lowdin_charge": [0.78, -0.45, 0.80, -1.15, 0.49, -0.11, -0.06, -0.11, -0.29, -0.03, -0.07, -0.08, -0.18, 0.06, 0.02, -0.01, 0.03, 0.12, 0.11, 0.10, 0.10, 0.10, 0.75, -0.66, -0.09, -0.18, 0.07, -0.24, -0.06, -0.25, -0.07, -0.67, 0.77, -0.11, -0.15, 0.11, 0.10, 0.07, 0.11, 0.12, 0.11, 0.11, 0.13, -0.19, 0.07, -0.26, -0.03, -0.10, -0.11, -0.02, -0.21, 0.16, 0.12, 0.11, 0.11, 0.10, 0.11],
  "largest_force_ev_per_a": 2.1,
  "homo_lumo_gap_ev": [7.10, 5.51],
  "e_above_lowest_ev": 1.395,
  "energy_ev": -202608.6792,
  "homo_ev": [-6.87, -6.99],
  "multiplicity": 2
}

=====

# 7
{
  "formula": "C5H8N2O2",
  "method": "wB97M-V/def2-TZVPD",
  "symbols": ["C", "C", "C", "C", "C", "N", "N", "O", "O", "H", "H", "H", "H", "H", "H", "H", "H"],
  "xyz": [[-0.07605, 0.34444, -2.66904], [0.79599, -0.26632, -1.81789], [-1.23483, 0.93831, -1.99327], [0.68854, -0.10150, -0.36591], [1.30551, -1.02918, 1.73429], [-1.40418, 0.30353, -0.78585], [-2.17406, 0.98490, 0.18519], [-1.91347, 1.88473, -2.37053], [1.11742, -1.14591, 0.28726], [0.05706, 0.31423, -3.79911], [1.48609, -0.95228, -2.27390], [0.54554, 0.81819, 0.34719], [2.33621, -1.33112, 2.10949], [0.73402, -1.82831, 2.08622], [0.95047, -0.15241, 2.18064], [-2.81011, 0.38614, 0.68611], [-2.51626, 1.92235, -0.31455]],
  "lowdin_charge": [0.02, -0.05, -0.57, -0.14, -0.01, -0.05, 0.00, -0.01, -0.07, 0.14, 0.11, 0.18, 0.12, 0.07, 0.07, 0.06, 0.13],
  "largest_force_ev_per_a": 4.1,
  "homo_lumo_gap_ev": [7.76, 7.76],
  "e_above_lowest_ev": 5.284,
  "energy_ev": -12385.6511,
  "homo_ev": [-7.66, -7.66]
}

=====

# 8
{
  "formula": "C4H8N2",
  "method": "wB97M-V/def2-TZVPD",
  "symbols": ["C", "C", "C", "N", "C", "N", "H", "H", "H", "H", "H", "H", "H", "H"],
  "xyz": [[-0.72094, 1.19142, -0.67948], [0.01253, 0.05650, 0.04861], [1.53498, 0.21585, -0.06720], [-0.64141, -1.61210, -0.16322], [-0.51744, -0.37537, 1.28839], [-0.85504, -0.46849, 2.39738], [-1.79820, 1.04393, -0.63423], [-0.38885, 1.27917, -1.71961], [-0.51197, 2.17163, -0.20735], [1.84274, 0.29780, -1.11502], [2.04894, -0.61268, 0.41630], [1.88510, 1.14348, 0.42700], [-0.17838, -2.42057, 0.26524], [-1.64874, -1.79979, -0.17967]],
  "lowdin_charge": [-0.03, -0.37, -0.03, 0.06, -0.42, 0.12, 0.08, 0.08, 0.10, 0.08, 0.08, 0.10, 0.07, 0.07],
  "largest_force_ev_per_a": 3.4,
  "homo_lumo_gap_ev": 9.00,
  "e_above_lowest_ev": 2.859,
  "energy_ev": -7255.0167,
  "homo_ev": -8.31
}